1.
{
  "formula": "C5H9NO",
  "method": "wB97M-V/def2-TZVPD",
  "elements": ["C", "C", "C", "C", "C", "H", "H", "H", "H", "H", "H", "H", "H", "H", "N", "O"],
  "xyz": [[2.84010, -0.01129, -0.33010], [-0.51252, -0.11510, 0.62207], [-1.31801, -1.04380, -0.36952], [-2.33887, 0.06677, -0.27269], [-1.19134, 1.07573, -0.07892], [3.31647, 0.10135, -1.23038], [3.39388, -0.35502, 0.51715], [-0.60590, -0.33336, 1.67294], [-1.42714, -2.07154, 0.03383], [-0.90662, -0.80460, -1.38902], [-3.06264, 0.15246, -1.05981], [-2.88422, 0.03395, 0.67298], [-1.21869, 1.75474, 0.75101], [-0.63836, 1.59354, -0.80878], [1.63365, 0.17533, -0.39516], [0.96519, -0.14158, 0.77266]],
  "atomic_forces_ev_per_a": [[1.86, -0.66, 1.08], [2.95, -0.98, -2.20], [1.87, 0.46, 0.89], [-1.07, 0.57, 0.45], [0.03, -0.40, 3.70], [1.47, 0.58, -1.98], [0.08, -0.26, 0.71], [-1.68, 0.34, 0.34], [-0.37, 0.45, -1.09], [0.16, -1.45, 0.89], [-0.19, 0.23, -0.54], [-0.14, -0.04, -0.05], [-1.21, 1.21, 0.11], [0.49, -0.25, -1.56], [-3.73, 0.04, -0.01], [-0.52, 0.17, -0.73]],
  "e_lumo_ev": 1.210,
  "relative_energy_kj_mol": 466.1,
  "fmax_ev_per_a": 3.81
}

2.
{
  "formula": "C27H48ClO2OsP",
  "method": "wB97M-V/def2-TZVPD",
  "elements": ["Os", "Cl", "P", "C", "H", "H", "C", "C", "C", "H", "C", "H", "H", "C", "H", "H", "C", "H", "H", "C", "H", "H", "H", "H", "C", "C", "H", "C", "H", "H", "C", "H", "H", "C", "H", "H", "C", "H", "H", "H", "H", "C", "H", "C", "H", "H", "C", "H", "H", "C", "H", "H", "C", "H", "H", "H", "H", "C", "C", "H", "C", "H", "C", "H", "H", "C", "H", "H", "C", "H", "H", "H", "H", "C", "C", "O", "O", "H", "H", "H"],
  "xyz": [[-0.46338, 1.77564, -0.25231], [-2.29639, 0.39300, -0.36379], [1.73127, 1.09487, -0.95164], [0.77412, -2.87224, 1.13982], [1.44931, -3.72137, 0.91992], [0.68803, -2.21781, 0.22756], [1.36710, 2.61554, -1.99963], [2.33222, -0.32697, -2.13665], [2.41926, 3.56549, -2.58420], [0.77394, 2.16906, -2.82312], [1.68913, 4.55366, -3.50408], [2.95914, 4.10363, -1.78432], [3.16854, 2.99471, -3.14862], [0.50612, 5.26863, -2.83547], [2.41363, 5.28657, -3.87457], [1.33828, 4.00757, -4.39120], [-0.42179, 4.30434, -2.06383], [0.88727, 6.03650, -2.14326], [-0.06049, 5.78857, -3.61714], [0.41338, 3.43501, -1.11605], [-1.19576, 4.85374, -1.51195], [-0.93304, 3.61723, -2.75521], [0.98007, 4.03861, -0.40349], [-1.81382, 2.71338, -0.33674], [3.38284, 1.51639, -0.07380], [3.28699, -1.36342, -1.50938], [1.35409, -0.81085, -2.31081], [3.64356, -2.50947, -2.47292], [4.22357, -0.87305, -1.21020], [2.85537, -1.77912, -0.58600], [4.13240, -2.03714, -3.84890], [4.41868, -3.13854, -2.01584], [2.76017, -3.14833, -2.61354], [3.25476, -0.93689, -4.45604], [5.17081, -1.68443, -3.77514], [4.15412, -2.89138, -4.53676], [2.89118, 0.18784, -3.47319], [3.76659, -0.49520, -5.32012], [2.32708, -1.38939, -4.83239], [3.79793, 0.78300, -3.28010], [2.17322, 0.86705, -3.95268], [3.23505, 2.71105, 0.86664], [3.49993, 0.59357, 0.52683], [4.45933, 2.87466, 1.78313], [3.08569, 3.62910, 0.27641], [2.33777, 2.60856, 1.48459], [5.77878, 2.95499, 1.01030], [4.32762, 3.77561, 2.39432], [4.49964, 2.01927, 2.47144], [5.91844, 1.86869, -0.06500], [5.86075, 3.94285, 0.53734], [6.61723, 2.87501, 1.71170], [4.65739, 1.68813, -0.92720], [6.76793, 2.10823, -0.72001], [6.15576, 0.91172, 0.42277], [4.54879, 2.56586, -1.58109], [4.81730, 0.83253, -1.59374], [-0.32613, 1.96259, 1.58199], [1.35828, -2.17693, 2.23290], [0.71482, 1.94439, 1.97044], [0.70585, -1.72923, 3.48709], [2.39376, -1.86391, 2.04260], [-0.73195, -1.07047, 3.50980], [0.58920, -2.64039, 4.11826], [1.45125, -1.06461, 3.94878], [-0.95053, 0.42814, 3.76317], [-1.31610, -1.38814, 2.64615], [-1.21452, -1.59888, 4.36453], [-1.29417, 1.50621, 2.66756], [-1.82622, 0.44456, 4.44221], [-0.13055, 0.78658, 4.38580], [-2.24052, 1.26981, 2.16504], [-1.46739, 2.44293, 3.23288], [-1.58061, -3.01357, -0.78123], [-1.61194, -2.91943, 0.72281], [-2.57352, -2.48162, 1.33507], [-0.53034, -3.42258, 1.42617], [-2.62222, -3.18367, -1.11115], [-0.90140, -3.81109, -1.12774], [-1.25601, -2.02387, -1.15350]],
  "atomic_forces_ev_per_a": [[-2.97, -0.59, -2.53], [-0.12, -0.83, -0.15], [3.48, 0.08, -0.90], [-0.92, -1.11, -1.99], [-0.32, 0.13, -0.48], [0.19, -0.52, 0.43], [0.52, -0.20, 0.00], [-0.89, 0.34, 0.21], [0.15, -0.39, -0.36], [0.15, 0.33, 0.04], [0.19, 0.00, -0.08], [-0.34, -0.24, -0.23], [-0.09, 0.29, -0.03], [-0.07, -0.09, -0.03], [-0.12, 0.03, 0.01], [-0.03, 0.01, 0.15], [0.15, 0.11, 0.35], [-0.12, -0.21, -0.11], [0.04, 0.04, 0.18], [-0.10, -0.09, -0.22], [0.18, -0.07, -0.17], [-0.03, 0.28, 0.01], [0.04, 0.06, -0.01], [0.73, 0.50, 0.14], [-0.48, -0.55, 0.10], [0.10, 0.18, 0.30], [0.32, -0.17, -0.24], [-0.29, -0.04, -0.13], [-0.25, -0.13, -0.04], [0.07, 0.08, -0.23], [0.11, 0.14, 0.06], [-0.21, 0.09, -0.02], [0.07, 0.10, 0.04], [-0.27, -0.10, 0.07], [-0.16, 0.05, 0.08], [0.06, 0.12, 0.13], [0.24, 0.23, 0.01], [-0.14, -0.09, 0.09], [0.08, 0.05, 0.05], [-0.29, -0.16, -0.07], [0.16, -0.16, 0.07], [-0.02, 0.18, 0.23], [0.16, 0.32, 0.08], [-0.08, -0.13, -0.12], [0.14, -0.21, 0.11], [0.21, 0.06, -0.11], [-0.01, 0.12, -0.14], [0.06, -0.17, -0.03], [-0.06, 0.09, -0.06], [-0.13, -0.13, 0.21], [-0.06, -0.10, 0.01], [-0.08, 0.09, -0.11], [-0.06, 0.17, -0.34], [-0.17, -0.11, 0.14], [-0.06, 0.10, -0.06], [0.01, -0.20, 0.23], [-0.02, 0.33, 0.22], [1.10, -0.29, 4.06], [0.83, 1.74, 1.03], [-0.39, 0.43, -0.24], [-0.16, 0.22, 0.29], [-0.35, -0.16, 0.16], [-0.18, -0.89, -0.08], [0.25, 0.51, -0.10], [-0.40, -0.19, 0.36], [-0.15, 0.40, 0.25], [0.17, 0.06, 0.13], [0.15, 0.46, -0.57], [-0.18, -0.20, -0.29], [0.31, 0.26, -0.34], [0.22, 0.26, -0.01], [0.09, -0.09, 0.41], [-0.12, -0.35, 0.00], [0.08, 0.08, -0.04], [-1.30, 0.36, 1.27], [1.55, -1.09, -1.11], [-0.32, 0.56, -0.12], [0.65, 0.11, 0.07], [-0.32, 0.40, 0.09], [-0.16, -0.49, -0.04]],
  "spin_multiplicity": 5,
  "e_lumo_ev": [0.325, -0.944],
  "relative_energy_kj_mol": 48.6,
  "s2": 6.019,
  "fmax_ev_per_a": 4.22
}

3.
{
  "formula": "C4H8N",
  "method": "wB97M-V/def2-TZVPD",
  "elements": ["C", "C", "C", "C", "N", "H", "H", "H", "H", "H", "H", "H", "H"],
  "xyz": [[-0.19701, 0.96088, -0.09590], [-1.56075, 0.53286, -0.15835], [-1.33341, -0.86834, 0.35005], [1.87357, -0.23827, 0.06546], [0.58501, -0.11367, -0.15962], [0.20201, 1.96817, 0.06996], [-2.30998, 1.13885, 0.33763], [-1.82420, 0.46948, -1.28044], [-1.17630, -1.00789, 1.34860], [-1.35828, -1.79874, -0.24056], [2.34588, -0.75269, -0.78163], [2.11916, -0.84437, 0.85601], [2.30967, 0.78917, 0.27208]],
  "atomic_forces_ev_per_a": [[3.76, -1.45, 0.30], [-2.00, -0.94, -2.64], [2.50, 0.24, -3.26], [5.02, 2.05, -1.36], [-9.37, 1.59, 0.62], [-0.10, -0.13, -0.21], [-0.07, -0.02, 0.24], [0.01, 0.28, 1.63], [0.26, -0.24, 2.71], [-0.53, 0.74, 0.11], [0.19, 0.44, -0.05], [0.25, -1.47, 2.29], [0.05, -1.09, -0.38]],
  "total_charge": 1,
  "e_lumo_ev": -5.853,
  "relative_energy_kj_mol": 250.6,
  "fmax_ev_per_a": 9.52
}

4.
{
  "formula": "C2H2N5",
  "method": "wB97M-V/def2-TZVPD",
  "elements": ["C", "C", "N", "N", "N", "N", "N", "H", "H"],
  "xyz": [[-1.47070, 1.02525, -0.87963], [-1.36353, -1.28642, 1.20678], [0.91994, 0.76004, -0.63890], [-0.31134, 0.84023, -0.90647], [1.02664, -1.11425, 0.80341], [1.47654, -0.17513, 0.06339], [-0.20786, -1.21490, 1.04247], [-2.49809, 1.18868, -0.68966], [2.42840, -0.02350, -0.00139]],
  "atomic_forces_ev_per_a": [[4.37, -0.60, -0.47], [-0.96, -0.26, 0.39], [1.85, 1.89, -1.68], [-5.32, -0.25, 1.84], [4.41, 0.09, -0.10], [-4.85, -1.29, 0.80], [-1.60, 0.71, -0.78], [-0.80, 0.18, -0.30], [2.91, -0.47, 0.30]],
  "total_charge": 1,
  "e_lumo_ev": [-7.003, -7.004],
  "relative_energy_kj_mol": 580.4,
  "fmax_ev_per_a": 5.64
}

5.
{
  "formula": "C4H8N2S",
  "method": "wB97M-V/def2-TZVPD",
  "elements": ["N", "N", "C", "S", "C", "C", "C", "H", "H", "H", "H", "H", "H", "H", "H"],
  "xyz": [[-0.49369, -0.13096, 2.51531], [-0.61988, -1.37276, 1.97337], [-0.98609, -1.50307, 0.77721], [-1.44886, -0.19243, -0.34564], [0.15150, 0.61259, -0.49156], [0.42825, 1.23809, -1.83843], [1.18389, 0.03944, -1.45759], [-1.13253, 0.55115, 2.09441], [-0.34956, -0.23103, 3.50315], [-0.99776, -2.51506, 0.34972], [0.49588, 0.98550, 0.41590], [-0.33710, 1.09578, -2.57546], [0.91698, 2.20154, -1.81960], [0.95982, -0.94360, -1.89173], [2.22915, 0.16482, -1.20907]],
  "atomic_forces_ev_per_a": [[-0.03, -0.49, -0.80], [0.57, 0.03, 0.55], [-0.33, -0.68, -1.11], [0.31, 0.04, 0.18], [-0.35, -1.16, -1.79], [-0.34, 0.57, 0.43], [0.15, -1.14, 0.49], [0.22, 0.00, 0.70], [-0.46, 0.55, 0.13], [-0.11, 0.41, 0.37], [0.64, 1.03, 1.14], [-0.28, 0.22, -0.24], [0.05, -0.01, -0.23], [-0.01, 0.62, -0.02], [-0.02, 0.00, 0.20]],
  "smiles": "N/N=C\\SC1CC1",
  "e_lumo_ev": 0.967,
  "relative_energy_kj_mol": 265.8,
  "fmax_ev_per_a": 2.16
}

6.
{
  "formula": "C3H9NS2",
  "method": "wB97M-V/def2-TZVPD",
  "elements": ["C", "S", "S", "C", "C", "N", "H", "H", "H", "H", "H", "H", "H", "H", "H"],
  "xyz": [[1.75782, 1.62673, -0.71235], [0.06361, 1.88584, -0.15097], [0.29424, 1.00557, 1.78657], [-0.71824, -0.57833, 1.45307], [-0.55609, -1.12127, 0.06296], [-1.45587, -0.62421, -0.94628], [1.92165, 2.07347, -1.75832], [2.35532, 1.96011, 0.12350], [1.90379, 0.53256, -0.74740], [-1.72159, -0.21647, 1.75715], [-0.38722, -1.37028, 2.22072], [-0.88251, -2.14872, 0.17152], [0.46881, -1.07528, -0.31337], [-2.16255, -1.38851, -1.09601], [-0.88120, -0.56120, -1.85080]],
  "atomic_forces_ev_per_a": [[-0.10, -0.81, -0.94], [0.01, 0.12, 1.23], [-0.67, -0.45, -1.52], [0.75, 0.96, 2.15], [-0.37, -1.08, 0.24], [-0.52, -0.44, -2.66], [-0.08, -0.38, 1.85], [0.71, 0.56, -0.50], [0.13, 0.45, -0.34], [0.32, -0.77, -0.69], [-0.31, 1.34, -1.05], [0.84, -0.74, 0.25], [0.00, -0.12, 0.53], [0.86, 1.31, -0.20], [-1.57, 0.04, 1.65]],
  "smiles": "CSSCCN",
  "e_lumo_ev": 0.674,
  "relative_energy_kj_mol": 112.3,
  "fmax_ev_per_a": 2.75
}